1.
{
  "formula": "C15H14N3O7S3Ti",
  "method": "the ωB97M-V functional and the def2-TZVPD basis",
  "elements": ["Ti", "O", "S", "O", "O", "C", "C", "C", "C", "C", "C", "S", "O", "O", "O", "H", "H", "H", "H", "S", "C", "N", "N", "C", "C", "C", "C", "C", "C", "H", "H", "H", "H", "H", "C", "C", "N", "O", "H", "H", "H", "H", "H"],
  "positions_angstrom": [[-0.1875, 0.2167, -1.3848], [3.6041, 1.6385, -0.0972], [2.2188, 1.9868, -0.3271], [1.9542, 3.3780, -0.5614], [1.6486, 1.0761, -1.3812], [1.2976, 1.5373, 1.2596], [2.2033, 2.0188, 2.3420], [1.7918, 2.6944, 3.4444], [0.4439, 3.0690, 3.5856], [-0.4608, 2.7858, 2.5485], [-0.1166, 2.1104, 1.4136], [-1.4421, 2.1025, 0.1555], [-2.4789, 2.9546, 0.6677], [-0.6955, 2.5296, -1.0181], [-1.9010, 0.7197, -0.1798], [3.2446, 1.7542, 2.2248], [2.5113, 2.9622, 4.2103], [0.1058, 3.6129, 4.4584], [-1.4770, 3.1455, 2.6347], [-1.2172, 2.5409, -5.6728], [-0.9978, 1.6980, -4.2642], [-0.8671, 1.0809, -3.2852], [-0.2005, -1.3587, -2.1306], [-1.0308, -2.4415, -2.1674], [-0.5405, -3.7411, -1.9250], [-1.3825, -4.8389, -1.9304], [-2.7443, -4.6981, -2.1792], [-3.2427, -3.4220, -2.4262], [-2.4116, -2.3158, -2.4261], [0.5179, -3.8555, -1.7263], [-0.9659, -5.8216, -1.7317], [-3.4008, -5.5602, -2.1805], [-4.3005, -3.2797, -2.6221], [-2.8133, -1.3303, -2.6289], [2.5142, -0.8172, 1.2855], [1.1582, -0.0856, 1.3630], [0.5090, -0.4351, 2.6370], [0.3199, -0.4489, 0.3656], [2.6264, -1.4515, 2.1653], [3.3744, -0.1625, 1.1934], [2.4898, -1.4511, 0.3999], [0.8241, 0.1726, 3.3871], [-0.4828, -0.2700, 2.5040]],
  "forces_ev_per_a": [[0.4, -1.2, -0.7], [0.1, 0.1, 0.0], [-0.6, -0.2, 0.0], [0.1, 0.1, 0.0], [0.0, 0.1, 0.0], [-0.1, 0.1, 0.1], [0.0, 0.0, 0.0], [0.0, 0.0, -0.1], [-0.1, 0.0, 0.0], [0.0, 0.0, 0.1], [0.0, 0.1, 0.0], [0.8, 0.1, 0.0], [-0.2, -0.1, 0.0], [-0.1, 0.3, 0.0], [-0.2, 0.0, 0.2], [0.0, 0.0, 0.0], [0.0, 0.0, 0.0], [0.0, 0.0, 0.0], [0.0, 0.0, 0.0], [0.1, -0.2, 0.4], [-0.2, 0.1, -0.5], [0.2, 0.1, 0.3], [-0.6, 0.6, 0.5], [0.3, 0.1, -0.1], [0.0, 0.0, -0.1], [0.0, 0.0, 0.0], [0.0, 0.0, 0.0], [0.0, 0.0, 0.0], [-0.1, 0.0, 0.0], [0.0, 0.0, 0.0], [0.0, 0.0, 0.0], [0.0, 0.0, 0.0], [0.0, 0.0, 0.0], [0.0, 0.0, 0.0], [0.1, -0.1, 0.0], [-0.1, 0.2, -0.1], [-0.1, 0.0, 0.0], [0.1, -0.1, -0.2], [0.0, 0.0, 0.0], [0.0, 0.0, 0.0], [0.0, 0.0, 0.0], [0.0, 0.0, 0.0], [0.0, 0.0, 0.0]],
  "mulliken_spin": [-0.006, 0.010, 0.030, 0.011, 0.009, 0.016, 0.302, -0.108, 0.401, -0.127, 0.321, 0.001, 0.004, 0.012, 0.003, 0.028, -0.005, 0.035, -0.003, 0.000, 0.000, 0.000, 0.005, -0.001, 0.001, -0.001, 0.001, -0.001, 0.002, 0.000, 0.000, 0.000, 0.000, 0.000, -0.002, 0.023, 0.003, 0.021, 0.004, -0.002, 0.000, 0.010, 0.000],
  "multiplicity": 2,
  "total_charge": -2
}

2.
{
  "formula": "C5H8N2",
  "method": "the ωB97M-V functional and the def2-TZVPD basis",
  "elements": ["C", "C", "C", "C", "C", "N", "N", "H", "H", "H", "H", "H", "H", "H", "H"],
  "positions_angstrom": [[-1.1552, 1.5797, -1.9214], [0.4662, -0.8691, -0.3141], [0.6318, -0.3317, -1.7313], [-0.6041, 0.1700, -0.0587], [-0.7326, 0.9259, 1.2870], [-1.9351, 2.3397, -2.2853], [-0.2264, 0.9301, -1.2367], [0.1480, -1.8261, -0.1852], [1.4246, -0.7847, 0.2024], [1.5562, -0.0701, -2.0674], [0.3079, -0.8887, -2.5795], [-1.5641, -0.3073, -0.2315], [0.1897, 1.3538, 1.5786], [-1.0002, 0.2815, 2.0322], [-1.4079, 1.8491, 1.3359]],
  "forces_ev_per_a": [[0.4, 0.4, 0.5], [1.8, 1.9, -0.2], [-2.7, 1.3, 1.0], [-1.2, 0.5, 1.8], [0.0, 2.5, -2.3], [-0.8, 0.3, -0.8], [2.0, -1.9, -1.3], [-0.9, -2.8, 0.1], [-0.3, 0.4, 0.4], [2.9, 1.3, -0.1], [-1.5, -0.5, -0.4], [-0.3, -0.2, -0.1], [1.4, 0.3, 0.2], [-1.0, -1.8, 1.9], [0.4, -1.6, -0.7]],
  "lowdin_charge": [-0.322, -0.104, -0.035, -0.347, -0.024, 0.140, -0.025, 0.075, 0.122, 0.071, 0.105, 0.140, 0.057, 0.036, 0.110],
  "e_above_lowest_kcal_mol": 54.28,
  "total_charge": 0
}

3.
{
  "formula": "C3H7NO",
  "method": "the ωB97M-V functional and the def2-TZVPD basis",
  "elements": ["C", "C", "C", "N", "O", "H", "H", "H", "H", "H", "H", "H"],
  "positions_angstrom": [[-0.9104, -0.0715, 1.8094], [0.3939, 0.8164, -1.2336], [-0.0267, -0.3367, -0.3869], [-0.9102, 0.1668, 0.5654], [1.0605, -1.0423, 0.1421], [-1.7139, 0.4129, 2.5244], [-0.1649, -0.5269, 2.4348], [-0.3089, 1.7525, -1.2242], [0.4269, 0.4278, -2.2205], [1.4862, 1.0250, -0.8470], [-0.7552, -0.9510, -1.0171], [1.4228, -1.6730, -0.5469]],
  "forces_ev_per_a": [[-1.3, 1.9, 1.1], [1.7, 2.2, 0.6], [-1.8, -0.6, -0.7], [-1.6, 0.0, 2.5], [0.8, -1.6, -1.1], [1.1, -0.8, -1.9], [0.7, -0.8, -0.4], [1.4, -1.9, 0.2], [0.5, 0.2, -1.2], [-2.1, 0.3, -1.0], [1.2, 0.0, 0.6], [-0.7, 1.2, 1.2]],
  "lowdin_charge": [-0.039, -0.062, -0.587, -0.008, -0.035, 0.096, 0.056, 0.116, 0.044, 0.121, 0.165, 0.131],
  "e_above_lowest_kcal_mol": 56.51,
  "total_charge": 0
}

4.
{
  "formula": "C6H20CoN3S",
  "method": "the ωB97M-V functional and the def2-TZVPD basis",
  "elements": ["C", "Co", "N", "H", "H", "H", "H", "H", "H", "H", "H", "C", "C", "N", "C", "S", "N", "C", "C", "H", "H", "H", "H", "H", "H", "H", "H", "H", "H", "H", "H"],
  "positions_angstrom": [[-0.5563, 1.6872, -0.7945], [-0.1658, -0.0733, -0.1753], [-1.8479, -0.9435, -0.8423], [0.9693, 0.6109, 0.3987], [1.0418, 0.1757, -0.9798], [0.3137, 2.3535, -0.8660], [-1.2753, 2.0792, -0.0634], [-1.0289, 1.5500, -1.7752], [-2.4116, -1.3098, -0.0741], [-1.5662, -1.7081, -1.4581], [-2.3860, -0.2593, -1.3742], [3.4881, 0.4951, 4.0096], [2.7046, -0.7906, 3.9210], [1.9314, -0.8004, 2.6530], [1.9182, -1.7596, 1.7011], [0.4933, -1.9618, 0.7302], [2.9141, -2.6559, 1.5391], [4.3566, -2.5091, 1.8623], [4.8012, -3.6852, 2.6903], [4.1697, 0.5974, 3.1648], [4.0588, 0.5267, 4.9344], [2.8093, 1.3493, 4.0012], [3.3314, -1.6856, 3.9987], [1.9641, -0.8508, 4.7249], [1.0921, -0.2010, 2.6395], [2.6935, -3.3593, 0.7935], [4.8878, -2.4806, 0.9080], [4.5369, -1.5392, 2.3492], [4.6718, -4.6094, 2.1244], [5.8517, -3.6007, 2.9518], [4.2148, -3.7663, 3.6041]],
  "forces_ev_per_a": [[-0.8, 1.1, 0.2], [0.8, 0.0, 1.0], [-0.6, -0.2, -0.6], [-0.1, 0.0, 0.2], [1.4, -0.3, -1.2], [-0.4, -0.1, -0.1], [-0.2, 0.5, -0.2], [-0.1, 0.3, 0.0], [0.2, 0.0, -0.3], [-0.3, 0.2, 0.3], [0.1, -0.3, 0.1], [0.2, 0.1, 0.2], [-1.2, -0.3, -0.9], [0.2, 1.1, 1.5], [-1.4, 0.3, -1.5], [0.1, -1.2, 0.9], [1.2, -1.9, -0.4], [-1.3, 0.4, -0.7], [0.2, -0.2, 0.1], [0.0, 0.0, 0.0], [0.2, 0.1, 0.2], [0.0, 0.0, -0.1], [-0.2, 0.3, -0.1], [0.2, 0.0, 0.3], [0.8, -0.6, -0.1], [0.4, 1.1, 1.2], [0.4, 0.0, -0.1], [-0.1, -0.4, -0.2], [-0.1, 0.0, 0.1], [0.3, 0.0, 0.1], [-0.1, 0.0, 0.0]],
  "mulliken_spin": [-0.056, 1.946, 0.016, -0.078, 0.263, -0.025, 0.052, 0.011, -0.003, 0.016, -0.011, 0.048, 0.044, 0.068, 0.925, -0.102, -0.269, 0.375, 0.338, -0.001, 0.008, -0.014, -0.090, 0.004, 0.010, -0.053, -0.190, -0.106, -0.124, 0.016, -0.020],
  "e_above_lowest_kcal_mol": 9.86,
  "multiplicity": 4,
  "total_charge": -1
}

Table of strongest force on any atom (eV/A), in record order: 1.464; 3.398; 2.986; 2.274
Table of electronic energy (a.u.), in record order: -3315.15551; -304.74899; -248.43644; -2185.63692